Computed, not measured: a molecular structure, C16H44BMnO8, with ωB97M-V/def2-TZVPD.

```
! wB97M-V def2-TZVPD RIJCOSX def2/J DEFGRID3
* xyz 1 6
Mn 1.40839 1.59328 0.83522
B -0.52588 0.62988 0.61435
H -0.53471 0.76018 1.83600
H -0.46989 1.72171 0.12182
H 0.44587 0.00263 0.33633
H -1.47138 0.00806 0.23549
C -1.65404 -1.75467 -1.89667
O -1.31992 -2.63696 -2.93478
C -1.38852 -3.98428 -2.52969
C -1.21374 -4.94066 -3.67502
O -2.25420 -4.92280 -4.65115
C -2.21365 -3.86694 -5.58202
H -1.34073 -0.74324 -2.15049
H -1.22596 -2.07375 -0.93911
H -2.74287 -1.68817 -1.74343
H -2.34332 -4.18151 -2.02412
H -0.58504 -4.20369 -1.80429
H -1.26344 -5.95421 -3.28231
H -0.26479 -4.77169 -4.19907
H -3.22326 -3.71614 -5.96156
H -1.52963 -4.08983 -6.41143
H -1.89497 -2.91792 -5.14829
C -0.16724 3.76572 2.43811
O 0.69634 3.60746 1.28995
C 1.75707 4.55611 1.32153
C 2.78203 4.27663 0.24406
O 3.08660 2.88865 0.17454
C 4.37936 2.63681 -0.37189
H -1.08761 3.23470 2.22031
H -0.39762 4.82397 2.56986
H 0.32550 3.39418 3.33696
H 2.25658 4.56631 2.29770
H 1.36303 5.56565 1.17067
H 3.67549 4.85863 0.50096
H 2.49809 4.66694 -0.74060
H 4.40271 2.88256 -1.43546
H 4.59333 1.57969 -0.24239
H 5.13300 3.20989 0.17025
C -1.00767 -2.18376 2.68178
O -1.34844 -1.94342 4.02425
C -1.64437 -0.60166 4.31197
C -2.88457 -0.06774 3.63164
O -3.96395 -0.91562 3.94943
C -5.09126 -0.65874 3.14805
H -0.30183 -1.43106 2.30000
H -1.83763 -2.11783 1.96556
H -0.58081 -3.18250 2.67337
H -0.77483 0.02473 4.04329
H -1.73377 -0.52303 5.39630
H -2.74633 -0.08680 2.54076
H -3.07765 0.95659 3.97567
H -5.91570 -1.26413 3.51526
H -4.87632 -0.87741 2.09533
H -5.41492 0.39035 3.22341
C 3.38020 -1.08568 1.04395
O 2.81491 -0.08888 0.19722
C 2.52188 -0.57194 -1.11820
C 2.17761 0.55894 -2.06250
O 1.38940 1.54947 -1.41091
C 0.81147 2.46838 -2.31301
H 2.72961 -1.96268 1.11926
H 3.51912 -0.65084 2.02890
H 4.33060 -1.44222 0.63738
H 1.73650 -1.32826 -1.05303
H 3.42376 -1.05563 -1.50919
H 1.64634 0.12084 -2.91235
H 3.08255 1.04474 -2.44194
H 0.20111 3.18074 -1.76292
H 0.16062 1.95730 -3.02947
H 1.58341 3.00455 -2.87962
*
```

Properties
- ⟨S²⟩ = 8.75
- total energy (eV) = -65671.312
- largest force on an atom (hartree/bohr) = 0.0280
- highest occupied orbital energy (alpha / beta) (eV) = -11.1 / -11.1
- LUMO energy (alpha / beta) (Eh) = -0.109 / -0.131
- frontier orbital gap (alpha / beta) (eV) = 8.17 / 7.57